[1]
This record from the Open Molecules 2025 dataset describes C40H41Cl5NO3P2Ru as an isolated structure. The level of theory is ωB97M-V with the def2-TZVPD basis set.

Each line ends with the Löwdin charge.
Geometry (Å):
Ru (-0.23, -0.04, 0.24)  1.00
Cl (1.42, 0.05, 3.84)  0.82
C (-0.23, -0.41, 3.49)  -0.63
C (-0.83, -0.08, 2.27)  -0.27
C (-2.21, -0.33, 2.26)  -0.65
Cl (-3.16, 0.30, 0.95)  0.79
C (-2.91, -1.02, 3.25)  -0.71
Cl (-4.57, -1.38, 3.07)  0.75
C (-2.23, -1.42, 4.39)  -0.71
Cl (-3.03, -2.29, 5.62)  0.76
C (-0.89, -1.05, 4.54)  -0.70
Cl (-0.10, -1.37, 6.02)  0.75
O (-1.61, 2.69, 1.05)  -0.12
N (-1.07, 2.30, -0.17)  -0.06
C (-1.71, 2.73, -1.19)  -0.08
C (-1.19, 2.69, -2.56)  -0.20
C (-1.85, 3.55, -3.44)  -0.01
C (-1.33, 3.81, -4.70)  -0.03
C (-0.13, 3.24, -5.07)  -0.03
C (0.51, 2.35, -4.21)  -0.08
C (-0.03, 2.03, -2.97)  -0.30
P (0.87, 0.73, -2.02)  1.11
C (2.48, 1.60, -1.82)  -0.34
C (2.40, 2.90, -1.33)  -0.11
C (3.54, 3.67, -1.15)  -0.07
C (4.79, 3.13, -1.46)  -0.06
C (4.88, 1.85, -1.97)  -0.05
C (3.73, 1.08, -2.16)  -0.07
C (1.16, -0.53, -3.31)  -0.37
C (0.42, -0.63, -4.49)  -0.10
C (0.66, -1.66, -5.39)  -0.04
C (1.64, -2.61, -5.12)  -0.04
C (2.36, -2.54, -3.94)  -0.05
C (2.10, -1.51, -3.04)  -0.16
H (-2.44, 3.17, 0.90)  0.10
H (-2.63, 3.29, -1.04)  0.14
H (-2.75, 4.05, -3.12)  0.12
H (-1.85, 4.49, -5.37)  0.12
H (0.32, 3.47, -6.03)  0.12
H (1.43, 1.88, -4.53)  0.12
H (1.43, 3.33, -1.09)  0.10
H (3.46, 4.68, -0.79)  0.12
H (5.68, 3.73, -1.32)  0.12
H (5.84, 1.44, -2.25)  0.12
H (3.83, 0.10, -2.61)  0.09
H (-0.35, 0.09, -4.72)  0.11
H (0.09, -1.71, -6.30)  0.12
H (1.83, -3.40, -5.83)  0.12
H (3.11, -3.28, -3.71)  0.12
H (2.65, -1.47, -2.11)  0.07
C (0.95, 2.83, 2.29)  -0.01
C (1.84, 1.86, 1.61)  -0.49
C (3.30, 2.02, 1.80)  0.00
O (1.45, 0.94, 0.87)  -0.26
H (1.46, 3.30, 3.13)  0.11
H (0.03, 2.36, 2.61)  0.07
H (0.69, 3.61, 1.57)  0.11
H (3.59, 3.04, 1.54)  0.10
H (3.87, 1.31, 1.20)  0.09
H (3.53, 1.90, 2.86)  0.10
C (1.70, -3.23, -0.48)  -0.20
P (1.35, -1.86, 0.68)  0.95
C (3.00, -1.46, 1.29)  -0.23
C (0.62, -2.91, 1.98)  -0.39
C (-0.64, -3.45, 1.75)  -0.11
C (-1.20, -4.34, 2.64)  -0.05
C (-0.51, -4.72, 3.78)  -0.06
C (0.76, -4.21, 4.01)  -0.06
C (1.33, -3.31, 3.12)  -0.10
H (1.88, -4.11, 0.15)  0.07
H (2.58, -3.05, -1.08)  0.03
H (0.85, -3.43, -1.13)  0.05
H (3.51, -2.41, 1.48)  0.07
H (2.98, -0.86, 2.18)  -0.01
H (3.54, -0.92, 0.51)  0.05
H (-1.15, -3.18, 0.84)  0.06
H (-2.18, -4.76, 2.44)  0.12
H (-0.94, -5.43, 4.48)  0.12
H (1.32, -4.51, 4.89)  0.12
H (2.32, -2.92, 3.32)  0.10
C (-2.93, -3.45, -1.38)  -0.13
C (-2.52, -2.78, -2.69)  -0.12
C (-1.45, -1.80, -2.25)  -0.18
O (-1.66, -1.55, -0.83)  -0.33
C (-2.88, -2.28, -0.43)  -0.23
H (-2.22, -4.23, -1.10)  0.12
H (-3.93, -3.88, -1.43)  0.13
H (-3.38, -2.25, -3.12)  0.13
H (-2.14, -3.47, -3.44)  0.13
H (-1.49, -0.85, -2.77)  0.10
H (-0.45, -2.23, -2.36)  0.09
H (-3.75, -1.64, -0.57)  0.09
H (-2.81, -2.54, 0.62)  0.09

As for the spin multiplicity: 2. The frontier orbital gap (spin up / spin down) is 7.4929 / 6.5150 eV. As for the HOMO energy (spin up / spin down): -0.5000 / -0.5006 Ha. The charge is +2.

=====

[2]
This record from the Open Molecules 2025 dataset describes C3H12O3 as an isolated structure. The level of theory is ωB97M-V with the def2-TZVPD basis set.

Each line ends with the natural charge from an NBO analysis.
Geometry (Å):
C (0.69, 1.80, -1.82)  -0.27
O (1.82, 2.09, -2.63)  -0.73
H (1.04, 1.19, -0.99)  0.21
H (0.19, 2.69, -1.45)  0.15
H (-0.02, 1.17, -2.36)  0.16
H (1.53, 2.31, -3.52)  0.46
C (-0.44, -0.39, -0.93)  -0.24
O (0.44, -0.57, 0.11)  -0.78
H (0.09, -0.60, -1.87)  0.16
H (-1.28, -1.07, -0.88)  0.13
H (-0.78, 0.65, -0.98)  0.14
H (-0.04, -0.79, 0.91)  0.44
C (-0.56, -1.25, 3.04)  -0.27
O (-0.19, -1.40, 1.71)  -0.63
H (-1.51, -0.72, 3.02)  0.18
H (-0.90, -2.17, 3.51)  0.19
H (0.05, -0.61, 3.67)  0.20
H (-0.13, -2.33, 1.47)  0.51

As for the spin multiplicity: 1. The frontier orbital gap is 9.2991 eV. As for the HOMO energy: -0.3266 Ha.

=====

[3]
This record from the Open Molecules 2025 dataset describes the molecule C3H3F2I. The level of theory is ωB97M-V with the def2-TZVPD basis set.

Each line ends with the natural charge from an NBO analysis.
Geometry (Å):
C (0.51, -0.47, -0.48)  -0.54
C (-0.50, -0.65, 0.57)  -0.48
C (0.28, 0.90, 0.02)  0.73
F (0.95, 1.59, 0.96)  -0.32
F (-0.36, 1.71, -0.81)  -0.31
I (-2.54, -0.73, 0.07)  0.17
H (1.41, -1.14, -0.31)  0.24
H (0.22, -0.35, -1.57)  0.25
H (0.03, -0.85, 1.55)  0.25

The SMILES is FC1(F)C[C@@H]1I. As for the spin multiplicity: 1. The frontier orbital gap is 9.0482 eV. As for the HOMO energy: -0.3168 Ha.

=====

Calculated values (kcal/mol) of ΔE to the lowest compared entry with this formula, charge and spin for the records, taken in order: 47.9, 122.4, 45.3.